# 1
# C3H12NO3

A 2-piece molecular cluster, C3H12NO3 overall in a non-equilibrium geometry (the ωB97M-V functional and the def2-TZVPD basis, the Open Molecules 2025 dataset).

Computed properties:
Relative energy (zero: lowest compared OMol25 entry of this formula, charge and spin) ... 12.86 kcal/mol
Orbital gap ... 11.5030 eV
LUMO ... -3.12 eV
Total charge ... +1
HOMO level ... -14.62 eV

Last column: Mulliken charge in e.
Cartesian coordinates (Å):
C -0.187 -1.723 0.665  -0.834
O -1.105 -0.970 1.394  -0.493
C 0.357 -0.824 -0.478  0.086
C -0.807 -0.055 -1.050  -0.693
O -0.281 0.857 -2.025  -0.519
N 1.436 0.100 0.104  -0.155
H -0.591 -2.644 0.241  0.349
H 0.658 -2.058 1.278  0.509
H -0.955 -1.056 2.333  0.314
H 0.824 -1.389 -1.280  0.342
H -1.415 -0.789 -1.583  0.451
H -1.417 0.484 -0.333  0.326
H -1.012 1.349 -2.414  0.327
H 2.190 0.250 -0.563  0.394
H 1.026 1.040 0.352  0.281
H 1.758 -0.361 0.942  0.334
H -0.696 2.059 1.044  0.337
H 0.038 3.298 0.484  0.340
O 0.180 2.432 0.887  -0.698


# 2
# C49H68BrF4NO4S3

A 5-piece molecular cluster, C49H68BrF4NO4S3 overall in a non-equilibrium geometry (the ωB97M-V functional and the def2-TZVPD basis, the Open Molecules 2025 dataset).

Computed properties:
SMILES ... CCCCCCCCN(CCCCCCCC)C(=S)SCCC[C@H]1OS(=O)(=O)O[C@H]1CCCBr.Fc1ccccc1.Fc1ccccc1.Fc1ccccc1.Fc1ccccc1
Orbital gap ... 8.5088 eV
LUMO ... -0.38 eV
Total charge ... 0
HOMO level ... -8.89 eV

Last column: Mulliken charge in e.
Cartesian coordinates (Å):
C 7.172 -2.026 2.081  -1.108
C 7.355 -3.044 0.955  -0.675
C 6.764 -2.587 -0.389  -0.389
C 5.368 -3.151 -0.626  -0.990
C 4.537 -2.325 -1.600  0.286
C 3.060 -2.674 -1.516  -0.824
C 2.198 -1.745 -2.382  -1.096
C 1.820 -0.469 -1.632  -0.262
N 0.420 -0.394 -1.165  0.598
C -0.138 -1.675 -0.649  -1.067
C -1.074 -2.344 -1.651  -0.776
C -2.528 -1.865 -1.544  -0.881
C -3.437 -2.823 -0.784  -1.076
C -3.257 -2.734 0.749  -0.725
C -2.250 -3.738 1.329  -0.365
C -2.868 -4.740 2.303  -0.461
C -1.803 -5.414 3.153  -1.256
C 0.275 0.591 -0.171  -0.146
S -1.027 1.596 -0.161  -0.082
S 1.541 0.642 1.051  0.099
C 0.783 1.576 2.360  -1.063
C 0.959 3.094 2.247  -0.288
C 1.703 3.597 1.019  -0.692
C 3.220 3.589 1.205  -0.042
O 3.658 2.899 2.380  -0.379
S 5.191 2.475 2.262  0.974
O 5.307 1.125 2.672  -0.481
O 6.008 3.453 2.876  -0.597
O 5.294 2.575 0.715  -0.365
C 4.192 3.277 0.041  0.372
C 3.836 2.309 -1.092  1.191
C 3.949 2.911 -2.487  -1.368
C 2.690 3.658 -2.921  -0.189
Br 2.968 5.487 -3.486  -0.163
H 6.236 -2.188 2.603  0.256
H 7.182 -1.019 1.680  0.259
H 7.983 -2.080 2.798  0.408
H 6.980 -4.024 1.233  0.373
H 8.426 -3.151 0.800  0.392
H 7.428 -2.944 -1.171  0.373
H 6.730 -1.502 -0.385  0.212
H 4.834 -3.227 0.320  0.471
H 5.458 -4.156 -1.033  0.207
H 4.663 -1.271 -1.357  -0.449
H 4.889 -2.496 -2.616  0.353
H 2.886 -3.730 -1.707  0.719
H 2.784 -2.508 -0.475  0.131
H 2.822 -1.433 -3.215  0.641
H 1.342 -2.248 -2.812  0.129
H 1.955 0.374 -2.307  0.012
H 2.547 -0.332 -0.830  0.351
H -0.745 -1.427 0.215  0.696
H 0.629 -2.348 -0.277  0.116
H -0.730 -2.084 -2.647  0.450
H -1.001 -3.425 -1.578  0.544
H -2.927 -1.719 -2.543  0.374
H -2.529 -0.885 -1.073  0.208
H -4.475 -2.585 -1.001  0.411
H -3.243 -3.844 -1.103  0.437
H -2.947 -1.717 0.977  0.250
H -4.217 -2.899 1.229  0.635
H -1.811 -4.308 0.512  0.205
H -1.415 -3.225 1.801  0.264
H -3.392 -5.483 1.706  0.240
H -3.607 -4.225 2.912  0.411
H -2.210 -6.021 3.950  0.327
H -1.195 -6.042 2.513  0.273
H -1.154 -4.650 3.572  0.389
H -0.260 1.294 2.407  0.609
H 1.252 1.208 3.268  0.508
H -0.018 3.529 2.243  -0.279
H 1.442 3.455 3.146  0.628
H 1.378 3.112 0.108  -0.248
H 1.446 4.647 0.909  0.700
H 3.444 4.634 1.428  0.476
H 4.585 4.195 -0.374  0.404
H 4.548 1.495 -1.035  0.031
H 2.847 1.875 -1.002  -0.940
H 4.086 2.115 -3.213  0.415
H 4.827 3.543 -2.554  0.674
H 2.000 3.752 -2.091  -0.054
H 2.174 3.130 -3.710  0.331
F -2.081 5.123 2.706  -0.344
C -3.200 4.400 2.949  0.340
C -3.312 3.120 2.424  0.250
C -4.479 2.413 2.687  -0.501
C -5.495 2.979 3.443  -0.645
C -5.349 4.259 3.954  -0.382
C -4.190 4.980 3.712  -0.429
H -2.511 2.654 1.837  -0.025
H -4.589 1.410 2.298  0.485
H -6.399 2.419 3.638  0.394
H -6.141 4.703 4.543  0.378
H -4.053 5.980 4.103  0.431
F -1.602 -8.326 3.261  -0.278
C -2.488 -9.334 3.128  0.481
C -2.358 -10.202 2.063  -0.495
C -3.272 -11.237 1.934  -0.300
C -4.298 -11.385 2.857  -0.575
C -4.408 -10.497 3.917  -0.299
C -3.495 -9.462 4.062  -0.417
H -1.555 -10.064 1.352  0.413
H -3.182 -11.930 1.108  0.351
H -5.009 -12.192 2.750  0.370
H -5.208 -10.608 4.637  0.351
H -3.558 -8.763 4.884  0.396
F -5.980 7.590 -1.005  -0.319
C -4.735 7.875 -0.566  0.368
C -4.055 6.929 0.174  -0.564
C -2.780 7.232 0.631  -0.067
C -2.214 8.468 0.346  -0.762
C -2.918 9.399 -0.405  -0.247
C -4.190 9.105 -0.871  -0.570
H -4.523 5.977 0.394  0.496
H -2.233 6.509 1.215  0.484
H -1.223 8.705 0.710  0.401
H -2.478 10.362 -0.626  0.367
H -4.757 9.813 -1.459  0.426
F 1.021 2.963 -6.082  -0.264
C -0.310 2.880 -6.295  0.460
C -0.750 2.348 -7.490  -0.538
C -2.115 2.245 -7.709  -0.334
C -3.011 2.674 -6.741  -0.565
C -2.540 3.205 -5.549  -0.437
C -1.177 3.312 -5.316  -0.354
H -0.031 2.023 -8.230  0.417
H -2.477 1.825 -8.638  0.360
H -4.075 2.593 -6.915  0.380
H -3.237 3.538 -4.798  0.394
H -0.792 3.718 -4.389  0.482


# 3
# C21H16Cl3N10NiO2S

C21H16Cl3N10NiO2S as an isolated structure (the ωB97M-V functional and the def2-TZVPD basis, the Open Molecules 2025 dataset).

Computed properties:
Orbital gap (spin up / spin down) ... 7.9622 / 7.9209 eV
LUMO (spin up / spin down) ... -2.90 / -2.88 eV
Total charge ... +1
HOMO level (spin up / spin down) ... -10.86 / -10.80 eV
Multiplicity ... 3

Last column: Mulliken charge in e.
Cartesian coordinates (Å):
Ni -0.412 -0.209 0.327  0.825
N 0.119 -0.013 4.577  0.087
C -0.798 -0.033 3.614  -0.173
N -0.189 -0.116 2.451  -0.140
C 1.140 -0.131 2.792  0.097
N 1.373 -0.072 4.074  -0.706
C 2.183 -0.133 1.753  0.362
C 3.533 -0.232 2.034  -0.411
N 4.444 -0.179 1.062  -0.562
C 3.987 -0.001 -0.178  -0.589
C 2.634 0.089 -0.459  -0.605
N 1.731 0.010 0.507  0.408
H -0.018 0.052 5.570  0.183
H -1.863 0.025 3.795  0.539
H 3.877 -0.356 3.058  0.471
H 4.718 0.052 -0.977  0.404
H 2.265 0.231 -1.468  0.749
O -0.333 0.012 -1.676  -0.397
N -0.351 1.230 -2.118  -0.786
N -0.447 2.092 -1.192  1.364
O -0.514 1.803 0.099  -0.648
C -0.487 3.502 -1.565  0.271
C -0.479 4.435 -0.545  -0.290
C -0.515 5.785 -0.870  -0.603
C -0.561 6.189 -2.195  -0.492
C -0.573 5.234 -3.205  -0.530
C -0.537 3.883 -2.899  -0.322
H -0.443 4.098 0.480  0.404
H -0.507 6.524 -0.078  0.370
H -0.591 7.244 -2.444  0.389
H -0.612 5.543 -4.242  0.381
H -0.549 3.136 -3.679  0.450
N -2.210 -2.699 1.784  -0.317
C -1.174 -3.129 1.010  0.483
N -0.392 -2.355 0.312  0.277
C 0.537 -3.139 -0.415  -0.402
C 1.459 -2.664 -1.339  -0.046
C 2.310 -3.565 -1.957  -0.792
C 2.251 -4.932 -1.675  -0.544
C 1.314 -5.419 -0.780  -0.525
C 0.464 -4.506 -0.171  0.590
S -0.827 -4.829 0.949  -0.294
H -2.576 -1.786 1.594  0.010
H -2.877 -3.382 2.096  0.314
H 1.456 -1.616 -1.613  0.371
H 3.023 -3.202 -2.686  0.417
H 2.930 -5.618 -2.167  0.387
H 1.237 -6.480 -0.574  0.400
Cl -5.946 -0.725 1.190  -0.108
C -5.097 -0.040 -0.209  0.817
Cl -5.421 -0.969 -1.646  -0.060
Cl -5.521 1.631 -0.431  -0.069
C -3.645 -0.119 0.072  0.152
N -2.521 -0.146 0.253  -0.562


# 4
# C6H10

An isolated molecule of C6H10 (the ωB97M-V functional and the def2-TZVPD basis, the Open Molecules 2025 dataset).

Computed properties:
Relative energy (zero: lowest compared OMol25 entry of this formula, charge and spin) ... 109.03 kcal/mol
Orbital gap ... 8.6754 eV
LUMO ... 0.30 eV
Total charge ... 0
HOMO level ... -8.38 eV

Last column: Mulliken charge in e.
Cartesian coordinates (Å):
C 0.355 -0.497 1.773  -1.485
C -0.312 0.573 0.944  0.215
C 0.403 1.215 -0.202  -0.790
C 0.966 -0.650 -1.585  -0.637
C -0.469 -0.942 -1.234  -0.600
C -0.814 0.324 -0.451  -0.123
H 1.015 -0.047 2.524  0.370
H 0.965 -1.157 1.146  0.354
H -0.390 -1.105 2.297  0.313
H -0.939 1.265 1.506  0.405
H 0.381 2.278 -0.413  0.316
H 0.930 0.074 -2.425  0.251
H 1.364 0.724 -0.425  0.363
H -0.582 -1.853 -0.636  0.284
H -1.117 -1.011 -2.116  0.338
H -1.755 0.809 -0.703  0.425


Q: total charge of number 4 (C6H10)?
A: 0


Q: Look up the total charge of the second one.
A: 0